[1]
Entry from the OMol25 dataset: a structure of composition C23H45MnN13O4Si4Te at a distorted geometry (ωB97M-V/def2-TZVPD).

```
91
C23H45MnN13O4Si4Te | the OMol25 dataset | ωB97M-V/def2-TZVPD
Te 2.17238 0.01289 0.14789
Mn -1.73755 2.01674 -0.60267
Si 2.53781 -1.98171 1.56550
Si 4.16125 -3.09722 0.26786
Si 3.37765 -1.44845 3.70141
Si 0.78687 -3.51278 1.89863
O 1.17644 1.28201 -3.52395
O -3.45949 0.87907 0.26809
O -0.03772 2.38763 -1.99617
O -4.18363 -1.24927 0.33794
N -3.01681 3.51502 -4.17015
N -0.69145 1.49743 1.23652
N -3.50900 2.48825 -2.13045
N -4.71025 4.40273 -2.84078
N 0.15681 0.33871 2.85717
N -1.42149 3.36586 2.55287
N -0.03510 0.36961 1.57802
N -1.91851 3.79939 0.23930
N -2.35497 5.90246 0.42851
N -0.32618 1.44390 3.41664
N -2.02731 5.47958 1.65902
N -2.28495 4.92409 -0.41098
N -1.55449 0.34241 -1.40653
C -2.33861 -0.70239 -1.06646
C -0.42755 -1.09819 -3.01011
C -3.42458 -0.35454 -0.05188
C -5.39114 4.53701 -1.57096
C 5.63879 -1.93319 -0.02998
C 0.35917 -4.52385 0.34821
C -5.45721 4.86716 -3.98683
C -3.74456 3.41898 -2.97128
C -1.21034 -2.14665 -2.62301
C -1.76630 4.18811 1.50709
C -0.59722 0.15801 -2.38150
C 4.74413 -2.62360 4.33893
C 2.02299 -1.41938 5.02449
C -2.20180 -1.94232 -1.62770
C -2.32611 2.29184 -4.55266
C 4.92483 -4.73817 0.87283
C 3.44883 -3.46922 -1.45451
C 1.45831 -4.80497 3.14268
C -0.83724 2.13467 2.39978
C 4.14718 0.28448 3.65607
C 0.15885 1.30908 -2.60778
C -0.84728 -2.86365 2.57959
C -2.12748 4.67569 -4.20455
H 4.34517 -3.63014 4.49462
H -5.58538 5.95324 -3.94240
H -1.79349 4.84131 -5.23215
H 4.63379 0.56523 4.59357
H 6.35791 -2.33356 -0.74868
H 2.93797 -2.57854 -1.82998
H 0.74648 -5.61772 3.30659
H -3.01003 1.45034 -4.46235
H 5.25997 -0.98345 -0.41610
H -2.86425 -2.73186 -1.30226
H 1.67323 -2.42618 5.26826
H 5.16475 -2.28032 5.28706
H -0.43499 -5.24679 0.55006
H -4.66372 4.43420 -0.77127
H -1.25324 4.51975 -3.56055
H 3.35907 1.01207 3.44824
H 2.70764 -4.26991 -1.41233
H -6.19626 3.79835 -1.44690
H 1.17408 -0.85439 4.63377
H 1.60142 2.14106 -3.40761
H 4.88070 0.36384 2.84938
H 1.67072 -4.34755 4.11217
H -1.39236 -2.32772 1.79873
H -5.82268 5.53727 -1.50767
H 0.33719 -1.18664 -3.77123
H -4.92621 4.60332 -4.89649
H -2.65901 5.55733 -3.85097
H -0.67590 -2.15257 3.38969
H 5.37514 -4.62644 1.86282
H -1.37612 3.78548 3.46261
H 5.69937 -5.09177 0.18844
H 4.16098 -5.51722 0.94585
H 4.21421 -3.75496 -2.18065
H -4.18799 2.44140 -1.37580
H 0.01466 -3.86227 -0.45113
H 2.39291 -5.24348 2.77938
H 6.16996 -1.71869 0.90182
H -1.08005 -3.12469 -3.07204
H -1.45527 2.08692 -3.92926
H -2.00426 2.39134 -5.59270
H -6.45735 4.41020 -4.01558
H 1.22863 -5.07311 -0.02128
H 5.56240 -2.70488 3.61766
H 2.35036 -0.94210 5.95162
H -1.48609 -3.66895 2.95090
```

- 2S+1 = 2
- relative energy (zero: lowest compared OMol25 entry of this formula, charge and spin) (kJ/mol) = 46.3
- ⟨S²⟩ = 0.764
- total charge = -2
- orbital gap (spin up / spin down) (eV) = 4.7514 / 4.4561

Löwdin atomic charge list, values in e, 6 entries: 0.674 0.565 0.003 0.318 0.345 0.364

[2]
Entry from the OMol25 dataset: a structure of composition C8H15N2P at a distorted geometry (ωB97M-V/def2-TZVPD).

```
26
C8H15N2P | the OMol25 dataset | ωB97M-V/def2-TZVPD
P 1.58909 -1.61216 0.36872
N 0.79020 -2.67593 -0.43005
N 1.63724 1.43640 -0.72240
C 0.63542 -4.09483 -0.34020
C -0.46865 0.12562 -0.78582
C -2.83908 0.77883 -0.61592
C 0.94216 0.39479 -0.68850
C -1.36755 1.08791 -0.49399
C 2.99037 1.23418 -0.28947
C 3.44357 2.39391 0.59986
C -3.37228 0.48239 0.81192
H 3.21849 0.29031 0.12912
H 1.03262 -4.46718 -1.19023
H 2.92875 2.29256 1.49210
H -4.36742 -0.06906 0.85279
H -3.12037 -0.19729 -1.26777
H -3.25083 1.71284 -1.01944
H 3.27742 3.45681 0.20136
H -0.46176 -4.22336 -0.48563
H 3.74389 1.32829 -1.22359
H -2.71011 -0.14337 1.44501
H 4.51064 2.12842 0.94606
H -3.68659 1.26521 1.44676
H -1.24645 2.18070 -0.20842
H 1.17680 -4.48973 0.47338
H -0.85772 -0.80411 -1.08343
```

- relative energy (zero: lowest compared OMol25 entry of this formula, charge and spin) (kJ/mol) = 328.3
- orbital gap (eV) = 7.2442

Löwdin atomic charge list, values in e, 6 entries: 0.932 -0.464 0.035 -0.221 -0.171 -0.255

[3]
Entry from the OMol25 dataset: a cluster of 2 separate species, C3H10N3O2 in total at a distorted geometry (ωB97M-V/def2-TZVPD).

```
18
C3H10N3O2 | the OMol25 dataset | ωB97M-V/def2-TZVPD
O -1.60025 2.07125 0.27260
O -0.83852 1.14750 -1.65239
N 1.29052 -2.09888 -1.03451
N 0.39586 -1.45908 -0.23333
N -0.62630 1.37883 -0.33317
C 0.51085 1.09108 0.12073
C 0.74853 1.10620 1.52903
C -0.56128 -2.05957 0.35336
H -1.11929 -1.51651 1.08258
H 1.64255 -1.40078 -1.78857
H 0.89821 -3.04502 -1.39942
H 1.26384 0.67874 -0.55555
H 0.01984 1.75301 2.06587
H 1.68616 1.68948 1.88255
H -0.87285 -3.17202 0.10860
H 0.86073 0.05313 1.69469
H -1.12483 1.85239 -2.13585
H -2.57377 1.93026 0.02276
```

- relative energy (zero: lowest compared OMol25 entry of this formula, charge and spin) (kJ/mol) = 836.4
- total charge = +1
- orbital gap (eV) = 9.0425

Löwdin atomic charge list, values in e, 6 entries: 0.116 0.150 0.001 -0.209 -0.181 -0.072

[4]
Entry from the OMol25 dataset: the molecule C3H6O5 at a distorted geometry (ωB97M-V/def2-TZVPD).

```
14
C3H6O5 | the OMol25 dataset | ωB97M-V/def2-TZVPD
O -1.54240 -0.38673 0.60956
O 0.22756 1.02108 1.44003
O 0.07413 -1.98334 -0.78257
O -0.64953 3.10022 1.99188
O 0.64953 -2.06791 -2.03488
C -0.04940 2.39492 1.16041
C -0.23709 0.17432 0.36727
C 0.78182 -1.01634 0.02819
H 1.69633 -0.56083 -0.49631
H -0.08956 -2.42193 -2.59128
H 0.28095 2.90026 0.19232
H -0.31699 0.82538 -0.57115
H -1.96928 -0.39419 -0.27837
H 1.14392 -1.58491 0.96489
```

- relative energy (zero: lowest compared OMol25 entry of this formula, charge and spin) (kJ/mol) = 516.0
- orbital gap (eV) = 10.2709
- SMILES = O=CO[C@H](O)COO

Löwdin atomic charge list, values in e, 6 entries: -0.002 -0.009 -0.185 0.062 -0.048 -0.233

[5]
Entry from the OMol25 dataset: a cluster of 2 separate species, CH6IN4 in total at a distorted geometry (ωB97M-V/def2-TZVPD).

```
12
CH6IN4 | the OMol25 dataset | ωB97M-V/def2-TZVPD
I -3.43681 0.02827 -0.18477
N 0.85066 0.22118 0.30594
N 1.18959 2.45906 0.05036
N 0.91189 -2.10523 -0.18195
N 0.63830 1.31055 -0.20561
C 0.50076 -1.01651 0.43813
H -0.32970 -1.01959 1.14256
H -4.74076 -0.63401 -0.95160
H 0.23926 -2.86763 -0.21220
H 1.76094 -2.08490 -0.70786
H 1.82312 2.53800 0.84079
H 0.59274 3.17083 -0.33378
```

- relative energy (zero: lowest compared OMol25 entry of this formula, charge and spin) (kJ/mol) = 114.9
- total charge = +1
- orbital gap (eV) = 8.9323

Löwdin atomic charge list, values in e, 6 entries: 0.328 0.087 0.147 0.199 -0.004 -0.163

[6]
Entry from the OMol25 dataset: a structure of composition C44H52As2FN5O5PY at a distorted geometry (ωB97M-V/def2-TZVPD).

```
111
C44H52As2FN5O5PY | the OMol25 dataset | ωB97M-V/def2-TZVPD
Y -0.19631 -0.26894 -0.03783
As -1.69401 1.49532 -1.49850
As -2.53621 -0.54293 1.33411
P 2.26861 -0.23265 2.49008
F 2.96861 -5.93984 -1.89834
O -0.51803 -3.15140 -4.86048
O 1.16437 -0.02693 -1.72031
O 0.03563 -1.87428 -1.35219
O 1.01140 -7.20378 -3.45294
O 1.13031 -0.03299 1.49139
N 2.88847 -1.73486 2.25547
N 3.37597 0.95099 2.24464
N 1.27875 -3.18164 -3.45431
N 0.31268 -5.16456 -4.18777
N 1.57429 -0.09373 3.97246
C 2.10733 -5.24829 -2.64437
C 0.20725 -0.61988 4.17364
C -5.74325 -2.98671 0.15139
C 0.83073 -1.18595 -2.08533
C -3.56854 1.03556 0.72660
C -2.99361 -2.93313 -0.22710
C 4.84296 2.35840 3.47906
C -3.43692 -1.80318 3.78672
C 2.82860 2.33107 2.15910
C 3.60958 -3.71366 1.13178
C -3.89210 -1.83476 5.09642
C -5.12141 -3.97287 -0.60584
C -3.61252 -1.94777 0.53859
C 2.82938 -2.39769 0.93786
C 1.10983 0.22431 6.23767
C -3.17762 3.07520 -3.44222
C 0.07215 -0.76099 5.69033
C -2.88317 2.95729 -5.82411
C 3.99783 3.23350 2.55026
C -3.75005 -3.94597 -0.80088
C 4.01582 -2.30362 3.01064
C -1.18789 3.09115 -0.48395
C -3.27316 0.60039 3.90899
C -0.92639 5.46805 -0.19950
C -3.53260 3.48561 -4.71579
C -1.26188 4.38273 -0.99557
C -4.04442 -0.65307 5.80838
C 0.28917 -3.79507 -4.22749
C -4.99315 -1.97612 0.72684
C 3.92803 -3.77327 2.63334
C 2.26761 0.04148 5.26338
C -0.50468 5.27616 1.10850
C 2.15655 -3.91509 -2.68130
C -3.73153 0.56315 5.21748
C -0.71787 2.90721 0.81907
C -2.16291 2.13466 -3.27637
C -3.14174 -0.58248 3.18743
C -0.38866 3.99167 1.61688
C -1.50956 1.61146 -4.38716
C 4.73560 0.97926 2.83607
C -3.53318 1.20658 -0.78736
C 1.13278 -6.01145 -3.42683
C 1.28039 -1.73982 -3.41581
C -1.87112 2.02428 -5.66080
H -4.40936 -0.67897 6.82654
H -1.56922 4.53714 -2.02028
H 0.33805 -1.77478 5.99389
H 2.95467 0.88769 5.23826
H -1.92015 -2.91866 -0.37326
H 4.53315 -3.69394 0.55422
H -4.31929 4.21747 -4.84057
H -0.03774 3.83665 2.62930
H 1.39765 0.00381 7.26312
H 1.78622 -2.58708 0.66900
H 4.42728 2.35208 4.48833
H 2.90423 -3.35980 -2.13121
H -3.84797 1.48614 5.76982
H 2.46737 2.53527 1.15037
H 5.87729 2.68974 3.53908
H 4.97005 -1.88625 2.67121
H -0.36119 -5.63013 -4.78129
H -3.32330 -2.72088 3.22186
H -0.71750 0.88399 -4.25681
H 4.88146 0.16757 3.54824
H 3.03626 -4.57906 0.81174
H -4.13445 -2.78230 5.55872
H 0.53482 -1.42979 -4.15403
H -6.81595 -3.01096 0.28986
H 2.82608 -0.86340 5.52462
H -0.51549 0.10133 3.78261
H 3.11502 -4.24885 3.18214
H -0.25399 6.12524 1.73009
H -3.01818 1.55095 3.45481
H -4.59518 0.90627 1.06897
H -5.70809 -4.77330 -1.03661
H 0.73440 1.24788 6.18898
H -0.99459 6.46967 -0.60273
H 3.28609 -1.77495 0.15888
H 3.90360 -2.11508 4.07807
H -5.47379 -1.21746 1.33306
H 0.04835 -1.57398 3.65969
H 2.24268 -1.31190 -3.69712
H -4.17548 2.03461 -1.08045
H 5.47386 0.87597 2.03824
H 3.65672 4.14802 3.03053
H -0.94323 -0.55438 6.02422
H -3.68527 3.48969 -2.58063
H -3.17141 3.27462 -6.81724
H -1.36388 1.61820 -6.52532
H 1.99064 2.44845 2.85532
H 4.57612 3.50250 1.66595
H -3.26963 -4.71215 -1.39463
H -3.17334 1.92511 1.21749
H -3.90808 0.31263 -1.29184
H -0.58199 1.90668 1.23446
H 4.84785 -4.31452 2.84326
```

- relative energy (zero: lowest compared OMol25 entry of this formula, charge and spin) (kJ/mol) = 176.2
- total charge = +2
- orbital gap (eV) = 8.0168

Löwdin atomic charge list, values in e, 6 entries: 1.187 1.292 1.249 0.620 0.105 0.097

[7]
Entry from the OMol25 dataset: the molecule C8H7NO2 at a distorted geometry (ωB97M-V/def2-TZVPD).

```
18
C8H7NO2 | the OMol25 dataset | ωB97M-V/def2-TZVPD
O -0.13395 -1.74263 2.61029
O -0.05147 -1.89812 -0.88459
N 0.29901 -2.24867 0.35855
C -0.51576 1.53477 0.31254
C -0.90896 0.32439 -0.40896
C 0.07631 -0.44258 -1.18986
C 0.78476 1.86566 0.51424
C 1.82279 0.97983 -0.09224
C 0.00753 -1.85331 1.44754
C -2.11674 -0.21527 -0.22246
C 1.49351 -0.05582 -0.84313
H -2.98301 0.09748 0.28001
H 2.83796 1.05007 0.34435
H -2.36128 -1.17468 -0.56514
H 2.14472 -0.82197 -1.31299
H 1.03084 2.59773 1.28507
H -1.35820 2.22393 0.65640
H -0.06805 -0.22080 -2.28962
```

- relative energy (zero: lowest compared OMol25 entry of this formula, charge and spin) (kJ/mol) = 484.4
- orbital gap (eV) = 8.4826
- SMILES = C=C1C=CC=C[C@H]1ON=C=O

Löwdin atomic charge list, values in e, 6 entries: 0.156 -0.087 0.094 -0.056 -0.269 -0.234

[8]
Entry from the OMol25 dataset: a cluster of 9 separate species, C17H52N6O9 in total at a distorted geometry (ωB97M-V/def2-TZVPD).

```
84
C17H52N6O9 | the OMol25 dataset | ωB97M-V/def2-TZVPD
O -4.04200 26.28400 10.02300
O -3.70600 22.25900 3.87700
O -3.58300 21.13800 10.91000
O 0.38600 27.36900 8.40200
O -6.80300 25.47100 5.82700
O -1.76600 27.00200 4.57100
O -4.35200 26.45200 4.67300
O -2.25200 24.21700 11.29000
O -7.13300 24.94300 10.27400
N -5.20800 25.06400 8.27600
N -3.50200 26.20900 7.72100
N -3.90900 22.87600 9.42100
N -0.72700 25.52000 9.28600
N -5.33400 22.58300 11.00800
N -1.61600 27.60500 9.29200
C -3.97100 23.07300 5.94800
C -2.39300 24.25500 12.50800
C -7.74600 23.38400 8.74600
C -7.19200 26.74200 6.23400
C -4.37500 26.49900 3.40800
C -2.00100 23.76100 4.45200
C -0.60900 26.81000 9.00400
C -4.25600 25.85500 8.66700
C -4.29000 22.17900 10.41900
C -3.65500 25.00200 12.86900
C -3.03100 22.67700 4.82500
C -1.16200 27.38000 5.75300
C -5.03600 27.73800 3.02000
C -9.31400 25.07100 9.71500
C -5.19100 25.34100 2.81100
C -8.12800 24.22100 10.00400
C -1.21400 24.95700 13.19300
H -5.60200 25.09700 7.32900
H -3.34700 26.54800 2.95900
H -4.31500 23.77100 9.05200
H -7.52300 24.81100 5.99000
H -5.78600 23.41600 10.61200
H -5.26400 26.21700 5.01700
H -7.22500 25.28700 11.18900
H -0.31300 24.35700 13.07100
H -3.15100 22.49000 8.84600
H -7.84300 23.98400 7.77600
H -4.56900 23.91400 5.66300
H -1.32400 25.15700 14.26800
H -0.32500 28.05100 5.57600
H -2.09800 24.54200 5.20700
H -2.44600 27.32900 9.79700
H -2.75500 27.02600 4.60600
H -4.54800 28.59100 3.47000
H -2.18900 24.13100 3.44900
H -2.65700 26.69800 8.09000
H -6.64800 27.57900 5.69800
H -2.54800 21.78100 5.11200
H -5.92700 25.01800 9.03300
H -8.31600 22.42600 8.81100
H -6.25800 25.53600 2.86500
H -7.15800 26.81900 7.34400
H -8.33900 23.60400 10.90200
H -9.46200 25.68200 10.58000
H -0.16300 24.80600 8.82100
H -1.41100 28.62100 9.29200
H -3.13100 21.80800 3.28400
H -8.20300 26.89100 5.84800
H -2.55900 23.21200 12.81800
H -3.00500 23.75700 10.90500
H -3.58000 26.08600 12.73800
H -3.95300 24.82400 13.92700
H -4.84800 24.36800 3.25400
H -1.36800 25.18900 9.99900
H -6.01900 27.69400 3.45400
H -0.73000 26.39400 6.15900
H -0.92400 25.91500 12.81900
H -10.21200 24.47400 9.59200
H -5.06900 27.81100 1.91000
H -9.17700 25.67300 8.80300
H -1.94400 27.88400 6.33500
H -6.74100 23.15900 8.68600
H -3.57200 25.88200 6.78300
H -4.51100 24.68000 12.26600
H -0.95100 23.37900 4.46100
H -5.61000 22.28900 11.93800
H -3.39800 23.39600 6.77800
H -5.03900 25.26500 1.70800
H -4.60500 22.17100 6.18400
```

- relative energy (zero: lowest compared OMol25 entry of this formula, charge and spin) (kJ/mol) = 276.4
- orbital gap (eV) = 8.7727
- SMILES = NC(N)=O.NC(N)=O.NC(N)=O.CC(C)O.CC(C)O.CC(C)O.CC(C)O.CO.CO

Löwdin atomic charge list, values in e, 6 entries: -0.136 0.027 -0.093 -0.064 -0.174 -0.166